Below is a structure of composition C25H28F5HfO2S, with properties calculated with ωB97M-V with the def2-TZVPD basis set.

Atoms and positions in Å:
1 O -0.601 3.584 -0.835
2 C -0.227 4.133 -2.147
3 C -0.363 5.592 -1.737
4 H -0.957 3.802 -2.894
5 H 0.791 3.864 -2.467
6 C -0.757 4.976 -0.375
7 H -1.179 6.110 -2.259
8 H 0.577 6.147 -1.745
9 C -2.188 5.358 -0.089
10 H -2.820 5.121 -0.954
11 H -2.231 6.446 0.092
12 H -2.565 4.844 0.795
13 C 0.180 5.279 0.780
14 H 1.211 4.969 0.551
15 H -0.154 4.716 1.660
16 H 0.148 6.356 1.011
17 Hf -0.078 -1.051 0.926
18 C 1.060 -2.360 2.627
19 C 1.427 -2.887 1.352
20 C 2.291 -1.926 0.699
21 H 1.252 -3.913 1.034
22 C 2.443 -0.807 1.575
23 C 1.682 -1.063 2.760
24 H 1.713 -0.440 3.661
25 H 0.568 -2.950 3.405
26 H 2.839 -2.101 -0.231
27 H 3.119 0.036 1.412
28 C -1.832 -1.870 2.377
29 C -1.289 -0.725 3.030
30 C -1.522 0.417 2.209
31 H -0.839 -0.704 4.018
32 C -2.161 -0.025 0.997
33 C -2.383 -1.448 1.131
34 H -3.003 -2.047 0.471
35 H -1.934 -2.866 2.804
36 H -1.417 1.452 2.526
37 H -2.573 0.605 0.214
38 O 0.380 0.125 -1.029
39 C 0.989 1.280 -0.378
40 C 2.002 1.798 -1.391
41 H 1.498 1.029 0.572
42 H 0.212 2.007 -0.114
43 C 1.573 1.272 -2.768
44 H 2.951 1.286 -1.173
45 H 2.159 2.869 -1.274
46 C 0.487 0.240 -2.512
47 H 2.399 0.740 -3.248
48 H 1.196 2.018 -3.466
49 H 0.695 -0.762 -2.931
50 H -0.499 0.587 -2.855
51 F -0.059 -8.524 -0.321
52 C -0.195 -7.184 -0.365
53 C 0.816 -6.406 -0.926
54 F 1.955 -6.977 -1.369
55 C 0.641 -5.032 -1.035
56 F 1.623 -4.290 -1.621
57 C -0.521 -4.375 -0.581
58 S -0.702 -2.660 -0.883
59 C -1.498 -5.181 0.030
60 F -2.604 -4.598 0.571
61 C -1.361 -6.568 0.098
62 F -2.366 -7.325 0.585

The spin multiplicity is 1. The total charge is +1. Its HOMO-LUMO gap is 7.72 eV. As for the molar mass: 666.04 g mol⁻¹. The calculation puts the HOMO energy at -0.412 hartree.



Below is a structure of composition C16H23FeN2O3, with properties calculated with ωB97M-V with the def2-TZVPD basis set.

Atoms and positions in Å:
1 O 1.083 1.566 -2.668
2 C 0.701 1.272 -1.610
3 Fe 0.084 0.970 -0.009
4 C 0.753 2.510 0.602
5 O 1.228 3.457 1.058
6 C -1.439 1.799 -0.389
7 O -2.482 2.282 -0.615
8 C 1.649 -0.342 0.502
9 C 1.026 -1.262 -0.480
10 C -0.431 -0.986 -0.449
11 C -1.099 -0.647 0.726
12 C -0.391 -0.109 1.812
13 C 1.002 0.032 1.678
14 H 2.709 -0.096 0.364
15 H 1.441 -1.117 -1.505
16 H 1.279 -2.334 -0.289
17 H -1.012 -1.267 -1.332
18 H -2.183 -0.711 0.769
19 H -0.909 0.267 2.694
20 H 1.575 0.503 2.476
21 C 6.147 0.787 0.361
22 N 5.968 0.188 1.672
23 C 6.161 1.144 2.749
24 C 6.634 -1.092 1.851
25 C 5.633 -2.258 2.079
26 C 6.380 -3.593 2.289
27 C 5.484 -4.638 1.610
28 C 4.700 -3.842 0.545
29 N 4.783 -2.452 0.951
30 H 5.844 0.052 -0.392
31 H 5.511 1.681 0.296
32 H 7.192 1.093 0.170
33 H 5.876 0.663 3.693
34 H 7.202 1.504 2.828
35 H 5.510 2.007 2.552
36 H 7.198 -1.324 0.932
37 H 7.298 -1.048 2.732
38 H 5.075 -1.982 2.997
39 H 7.364 -3.570 1.796
40 H 6.519 -3.786 3.357
41 H 6.041 -5.477 1.184
42 H 4.765 -5.023 2.345
43 H 5.215 -3.986 -0.418
44 H 3.667 -4.199 0.416
45 H 3.924 -1.928 0.937

The spin multiplicity is 5. The total charge is +1. Its HOMO-LUMO gap (alpha / beta) is 5.76 / 3.29 eV. As for the molar mass: 347.22 g mol⁻¹. The calculation puts the HOMO energy (alpha / beta) at -0.299 / -0.385 hartree.



Below is the molecule C6H14N2, with properties calculated with ωB97M-V with the def2-TZVPD basis set.

Atoms and positions in Å:
1 C -2.284 -0.252 -0.604
2 C -0.813 -0.690 -0.765
3 C 0.260 -0.032 0.059
4 C 0.265 -0.128 1.380
5 N 1.233 0.387 2.242
6 C 1.338 0.736 -0.692
7 C 2.492 -0.138 -1.223
8 N -2.716 -0.184 0.773
9 H -2.435 0.668 -1.167
10 H -2.858 -1.011 -1.156
11 H -0.823 -1.780 -0.656
12 H -0.623 -0.569 -1.836
13 H -0.531 -0.670 1.872
14 H 1.671 1.258 1.995
15 H 1.015 0.326 3.220
16 H 0.847 1.246 -1.523
17 H 1.718 1.522 -0.046
18 H 3.443 0.335 -1.002
19 H 2.375 -0.381 -2.266
20 H 2.542 -1.091 -0.694
21 H -2.401 0.689 1.193
22 H -3.715 -0.241 0.894

The spin multiplicity is 1. As for the structure (SMILES): CC/C(=C\N)CCN. The total charge is 0. Its HOMO-LUMO gap is 8.68 eV. As for the molar mass: 114.19 g mol⁻¹. The calculation puts the HOMO energy at -0.280 hartree.



Below is a structure of composition C26H38NO4S3Sn, with properties calculated with ωB97M-V with the def2-TZVPD basis set.

Atoms and positions in Å:
1 Sn -0.058 -0.051 0.400
2 C 3.531 -1.659 -0.564
3 C 3.898 -0.386 0.172
4 O 3.013 -0.233 1.260
5 C 3.179 0.953 2.008
6 C 2.854 2.221 1.243
7 O 1.523 2.148 0.741
8 C 1.273 2.974 -0.388
9 C 1.828 2.338 -1.645
10 O 1.455 0.963 -1.657
11 C 2.192 0.228 -2.624
12 C 2.017 -1.259 -2.393
13 O 2.200 -1.659 -1.057
14 H 3.600 -2.502 0.124
15 H 4.244 -1.828 -1.379
16 H 3.840 0.474 -0.502
17 H 4.936 -0.466 0.522
18 H 4.203 1.038 2.394
19 H 2.508 0.856 2.863
20 H 3.562 2.376 0.424
21 H 2.944 3.076 1.920
22 H 1.684 3.979 -0.251
23 H 0.191 3.059 -0.459
24 H 2.922 2.397 -1.680
25 H 1.432 2.854 -2.527
26 H 3.250 0.502 -2.551
27 H 1.856 0.484 -3.635
28 H 2.692 -1.796 -3.072
29 H 1.001 -1.564 -2.651
30 C -1.734 -1.371 3.812
31 C -2.975 -1.619 2.954
32 S -2.678 -1.700 1.169
33 C -2.773 -3.457 0.749
34 C -1.663 -4.364 1.257
35 S -0.041 -3.807 0.673
36 C 0.946 -3.825 2.187
37 C 0.745 -2.672 3.164
38 S -0.724 -2.813 4.234
39 H -2.057 -0.937 4.760
40 H -1.087 -0.631 3.339
41 H -3.675 -0.796 3.098
42 H -3.488 -2.536 3.248
43 H -2.790 -3.462 -0.344
44 H -3.750 -3.826 1.069
45 H -1.854 -5.374 0.891
46 H -1.659 -4.392 2.343
47 H 1.979 -3.804 1.833
48 H 0.813 -4.785 2.690
49 H 0.704 -1.723 2.632
50 H 1.609 -2.633 3.831
51 N -1.385 -0.548 -1.572
52 C -1.424 0.526 -2.529
53 C -0.998 0.305 -3.828
54 C -0.984 1.345 -4.745
55 C -1.411 2.605 -4.354
56 C -1.851 2.812 -3.056
57 C -1.868 1.782 -2.113
58 C -2.306 2.057 -0.715
59 C -3.403 2.892 -0.505
60 C -3.771 3.270 0.778
61 C -3.031 2.831 1.865
62 C -1.948 1.986 1.654
63 C -1.571 1.567 0.378
64 H -2.294 -0.654 -1.124
65 H -1.154 -1.429 -2.021
66 H -0.690 -0.691 -4.130
67 H -0.654 1.167 -5.760
68 H -1.410 3.424 -5.061
69 H -2.176 3.799 -2.752
70 H -3.981 3.244 -1.350
71 H -4.629 3.913 0.925
72 H -3.298 3.143 2.867
73 H -1.379 1.659 2.523

The spin multiplicity is 1. The total charge is +1. Its HOMO-LUMO gap is 8.39 eV. As for the molar mass: 643.51 g mol⁻¹. The calculation puts the HOMO energy at -0.385 hartree.